No. 1
{
  "formula": "C33H32CoNOPSi",
  "method": "ωB97M-V with the def2-TZVPD basis set",
  "spin_multiplicity": 5,
  "s_squared": 6.052,
  "charge": 1,
  "gap_ev": [6.7444, 3.0933],
  "e_homo_ev": [-9.7393, -9.9437],
  "elements": ["Co", "C", "C", "C", "C", "C", "C", "P", "C", "C", "C", "C", "C", "C", "C", "C", "C", "C", "C", "C", "H", "H", "H", "H", "H", "H", "H", "H", "H", "H", "H", "H", "H", "H", "C", "Si", "C", "C", "N", "C", "C", "C", "C", "C", "C", "O", "C", "C", "C", "C", "C", "C", "H", "H", "H", "H", "H", "H", "H", "H", "H", "H", "H", "H", "H", "H", "H", "H", "H", "H"],
  "xyz": [[0.57112, -0.64686, 0.66169], [3.35352, 5.80739, 0.29139], [3.12827, 4.91685, 1.27134], [2.17043, 3.89995, 1.11168], [1.57360, 3.70833, -0.16507], [1.89473, 4.64648, -1.21086], [2.75264, 5.70940, -0.97272], [0.11815, 2.65432, -0.49377], [1.04069, 1.29416, -1.23383], [1.10113, 1.24623, -2.62741], [1.82934, 0.26635, -3.31222], [2.53055, -0.66527, -2.55186], [2.60140, -0.55544, -1.20221], [1.84609, 0.41070, -0.45928], [-0.31399, 2.09046, 1.14906], [-1.04341, 3.02989, 1.88082], [-1.43970, 2.83215, 3.20282], [-1.04643, 1.57303, 3.72221], [-0.45292, 0.59641, 2.97847], [-0.07657, 0.80954, 1.65674], [4.00795, 6.62330, 0.53974], [3.69770, 5.02675, 2.20943], [2.04925, 3.19427, 1.92983], [1.30648, 4.50150, -2.14036], [2.99331, 6.40408, -1.72941], [0.59566, 2.01011, -3.25140], [1.51022, 0.06065, -4.35246], [3.08033, -1.44718, -3.10538], [3.28779, -1.24260, -0.72195], [2.20624, 0.73352, 0.49600], [-1.34702, 3.95046, 1.36093], [-2.13163, 3.50529, 3.77714], [-1.51892, 1.21884, 4.69059], [-0.28854, -0.36766, 3.40528], [1.78394, -4.73025, 0.47370], [1.11186, -3.28901, 1.45978], [0.55316, -3.81403, 3.13651], [2.43215, -2.00311, 1.85756], [-0.21119, -2.25624, 0.61091], [-1.39181, -2.83000, 0.21602], [-2.09103, -3.75122, 1.10220], [-3.19818, -4.40923, 0.64793], [-3.70247, -4.24674, -0.65315], [-3.03817, -3.36452, -1.51421], [-2.00538, -2.54467, -1.01144], [-1.46399, -1.60600, -1.87118], [-2.27335, -0.52549, -2.21423], [-2.14977, 0.03837, -3.49525], [-2.77255, 1.26920, -3.77816], [-3.48312, 1.97792, -2.82110], [-3.55146, 1.39214, -1.56085], [-3.02355, 0.14780, -1.27909], [1.64008, -5.73534, 0.96403], [2.87081, -4.67242, 0.36075], [1.38420, -4.80316, -0.56867], [0.05647, -4.78508, 3.08073], [-0.13249, -3.07577, 3.57882], [1.42972, -3.90777, 3.82231], [2.77485, -2.05869, 2.93232], [1.97203, -0.91247, 1.68546], [3.30460, -2.11201, 1.19224], [-1.70809, -3.90515, 2.11612], [-3.76187, -5.02609, 1.35610], [-4.40044, -4.98274, -1.08264], [-3.47177, -3.16738, -2.48289], [-1.49405, -0.31441, -4.29168], [-2.67309, 1.65628, -4.76043], [-3.85582, 2.97216, -3.09368], [-3.99448, 1.85724, -0.67282], [-3.05322, -0.27753, -0.24699]],
  "nbo_charge": [1.17, -0.16, -0.23, -0.12, -0.39, -0.18, -0.20, 1.19, -0.32, -0.19, -0.15, -0.19, -0.16, -0.44, -0.38, -0.18, -0.22, -0.11, -0.28, -0.30, 0.23, 0.23, 0.21, 0.22, 0.23, 0.23, 0.24, 0.24, 0.23, 0.27, 0.22, 0.25, 0.23, 0.22, -1.17, 1.79, -1.17, -1.09, -1.08, 0.11, -0.24, -0.21, -0.22, -0.22, 0.23, -0.52, 0.37, -0.29, -0.19, -0.23, -0.20, -0.31, 0.26, 0.25, 0.26, 0.25, 0.24, 0.25, 0.27, 0.15, 0.24, 0.22, 0.22, 0.23, 0.23, 0.23, 0.21, 0.23, 0.22, 0.23]
}

***

No. 2
{
  "formula": "C33H32N4O5PtTe",
  "method": "ωB97M-V with the def2-TZVPD basis set",
  "de_lowest_kcal_mol": 0.0,
  "spin_multiplicity": 2,
  "s_squared": 0.757,
  "charge": 1,
  "gap_ev": [8.2222, 6.3502],
  "e_homo_ev": [-11.5961, -11.5960],
  "elements": ["Pt", "O", "C", "O", "C", "C", "C", "N", "C", "C", "C", "O", "O", "H", "H", "H", "C", "N", "C", "C", "N", "H", "H", "H", "H", "H", "H", "C", "C", "C", "C", "C", "C", "Te", "N", "C", "O", "C", "C", "C", "C", "C", "C", "C", "C", "C", "C", "C", "C", "C", "C", "C", "C", "H", "H", "H", "H", "H", "H", "H", "H", "H", "H", "H", "H", "H", "H", "H", "H", "H", "H", "H", "H", "H", "H", "H"],
  "xyz": [[-2.06871, 0.71654, 1.00346], [-2.57930, 6.56973, -2.85668], [-3.37251, 5.69951, -2.50362], [-4.53290, 5.86218, -2.99259], [-3.04116, 4.54784, -1.62379], [-1.77680, 4.49607, -1.05625], [-1.45188, 3.40190, -0.26959], [-2.32256, 2.40230, -0.07640], [-3.56451, 2.48970, -0.58419], [-3.95678, 3.54655, -1.37303], [-4.53172, 1.39823, -0.17762], [-5.64456, 1.38101, -0.63934], [-4.03732, 0.55849, 0.67868], [-1.06123, 5.28744, -1.23028], [-0.49823, 3.30168, 0.22331], [-4.96786, 3.55101, -1.75977], [-1.83984, -3.21641, 4.64453], [-2.70396, -2.88656, 3.50960], [-4.07320, -3.41365, 3.50490], [-2.43891, -1.83058, 2.79050], [-2.19639, -0.90113, 2.15786], [-1.74384, -4.29883, 4.70834], [-2.26264, -2.83298, 5.57441], [-0.85658, -2.77800, 4.49370], [-4.02872, -4.50022, 3.54988], [-4.57335, -3.11333, 2.58796], [-4.63059, -3.03482, 4.36270], [2.89788, -4.94075, -2.80391], [2.51773, -3.66692, -2.10613], [1.43734, -3.61056, -1.24199], [1.06640, -2.43607, -0.58991], [-0.12228, -2.48386, 0.32438], [1.81482, -1.28785, -0.83814], [1.48635, 0.65566, -0.03323], [-0.01448, 0.74589, 1.28022], [0.40301, 0.88188, 2.59844], [-0.37002, 1.23984, 3.46117], [1.82820, 0.54361, 2.93443], [2.34188, -0.72204, 2.65385], [3.65859, -1.02708, 2.97195], [4.46205, -0.06643, 3.56778], [3.94407, 1.18811, 3.86812], [2.62616, 1.49093, 3.56586], [0.64496, 1.54945, -1.73652], [1.26790, 2.76323, -2.03885], [0.84995, 3.51230, -3.12683], [-0.20003, 3.04231, -3.89564], [-0.79752, 1.82869, -3.59595], [-0.38698, 1.03730, -2.52909], [-1.02206, -0.30488, -2.30674], [2.93256, -1.30683, -1.69371], [3.78848, -0.09656, -1.97427], [3.25387, -2.50413, -2.31347], [2.24304, -5.76161, -2.51819], [3.92372, -5.22199, -2.56310], [2.83938, -4.81892, -3.88625], [0.85166, -4.50558, -1.06154], [0.04825, -3.20874, 1.12451], [-1.01447, -2.80363, -0.21835], [-0.33967, -1.52487, 0.77634], [1.70184, -1.47708, 2.20875], [4.05119, -2.01367, 2.76384], [5.48958, -0.29811, 3.81413], [4.57003, 1.92918, 4.34688], [2.20931, 2.45809, 3.81532], [2.07574, 3.13394, -1.41599], [1.33434, 4.45007, -3.36308], [-0.54788, 3.61498, -4.74554], [-1.60436, 1.46510, -4.21975], [-1.95958, -0.37733, -2.85600], [-1.23959, -0.48011, -1.25075], [-0.36316, -1.10235, -2.65521], [3.22455, 0.70629, -2.45584], [4.60165, -0.36504, -2.64538], [4.24241, 0.30194, -1.06366], [4.10923, -2.52950, -2.97966]],
  "mulliken_charge": [0.83, -0.48, 0.71, -0.37, 0.66, -0.90, -0.39, -0.06, 0.34, -0.65, 0.29, -0.65, -0.67, 0.54, 0.65, 0.62, -0.86, 0.01, -0.92, 0.53, -0.41, 0.33, 0.32, 0.26, 0.32, 0.34, 0.33, -1.62, 0.61, -1.04, 0.82, -1.23, 0.95, 1.09, -0.93, 0.83, -0.57, -0.36, 0.40, -0.72, -0.50, -0.64, -0.74, 0.65, -0.51, -0.89, -0.82, -0.61, 0.63, -1.20, 0.69, -1.80, -0.95, 0.36, 0.37, 0.36, 0.41, 0.66, 0.62, -0.64, 0.58, 0.46, 0.42, 0.43, 0.49, 0.50, 0.50, 0.49, 0.48, 0.50, -0.16, 0.38, 0.31, 0.47, 0.30, 0.42]
}

***

No. 3
{
  "formula": "C33H32N5O6RuS",
  "method": "ωB97M-V with the def2-TZVPD basis set",
  "de_lowest_kcal_mol": 0.0,
  "spin_multiplicity": 5,
  "s_squared": 6.068,
  "charge": 3,
  "gap_ev": [7.0428, 4.9738],
  "e_homo_ev": [-16.2550, -16.2515],
  "elements": ["Ru", "C", "C", "C", "C", "N", "C", "C", "H", "H", "H", "H", "H", "H", "H", "O", "C", "O", "C", "C", "C", "C", "C", "C", "N", "O", "O", "H", "H", "H", "H", "C", "C", "C", "C", "N", "C", "S", "N", "C", "H", "H", "H", "H", "H", "H", "H", "H", "C", "O", "C", "C", "C", "C", "C", "C", "N", "C", "C", "C", "C", "C", "C", "C", "O", "H", "H", "H", "H", "H", "H", "H", "H", "H", "H", "H", "H", "H"],
  "xyz": [[0.71344, -0.78260, -0.14438], [6.40830, -3.12596, -0.92862], [5.09341, -2.51811, -0.56232], [3.89045, -3.08400, -1.00921], [2.70768, -2.47298, -0.69086], [2.64948, -1.33275, 0.04020], [3.78794, -0.79600, 0.50376], [5.00788, -1.36485, 0.22109], [6.40264, -4.20267, -0.75443], [7.23280, -2.67727, -0.38090], [6.59078, -2.98380, -1.99720], [3.88937, -3.99767, -1.59000], [1.75982, -2.90043, -0.99953], [3.69168, 0.09343, 1.11004], [5.90531, -0.90249, 0.61190], [-2.54368, -0.92716, 0.95734], [-2.33860, -0.95792, -0.24569], [-1.12520, -0.96613, -0.80144], [-3.46468, -0.99213, -1.20902], [-3.26815, -0.81177, -2.57961], [-4.35051, -0.83027, -3.44413], [-5.63288, -1.04280, -2.95032], [-5.79783, -1.22922, -1.59182], [-4.74264, -1.20353, -0.70939], [-7.16652, -1.46174, -1.05107], [-8.06394, -1.58183, -1.85574], [-7.28338, -1.51348, 0.16067], [-2.26698, -0.66108, -2.96285], [-4.20186, -0.69056, -4.50738], [-6.49636, -1.06466, -3.60160], [-4.91490, -1.35317, 0.34591], [-2.79257, -3.15027, 4.14892], [-1.39102, -2.64891, 4.04969], [-0.34975, -3.08076, 4.83772], [0.93199, -2.58261, 4.61626], [1.15404, -1.63028, 3.67677], [0.13728, -1.20116, 2.98295], [0.30780, 0.18258, 1.88430], [-1.10420, -1.70961, 3.12328], [2.09889, -3.04951, 5.41636], [-3.12668, -3.11719, 5.18595], [-2.83851, -4.19444, 3.83345], [-3.47711, -2.56958, 3.53387], [-0.52686, -3.81284, 5.61603], [-1.80784, -1.38365, 2.44110], [1.98394, -2.71881, 6.45212], [3.02315, -2.64342, 5.01803], [2.14667, -4.13929, 5.43902], [0.52886, 5.50891, 2.51376], [0.68996, 4.97116, 1.17244], [-0.30702, 4.37976, 0.58339], [-1.58061, 4.19466, 1.13158], [-2.54656, 3.60375, 0.36539], [-2.27471, 3.16647, -0.96868], [-1.02812, 3.30660, -1.51221], [-0.02520, 3.91807, -0.75982], [1.20270, 4.25241, -1.27381], [1.87885, 3.75272, -2.32214], [1.79720, 2.53223, -2.97815], [2.36767, 2.50989, -4.29459], [2.38113, 1.38875, -5.04465], [1.86816, 0.17501, -4.50386], [1.38468, 0.11970, -3.23301], [1.34158, 1.26755, -2.38709], [0.98976, 1.18100, -1.16142], [-0.22021, 6.29610, 2.51628], [1.49362, 5.91402, 2.78562], [0.25009, 4.71277, 3.20064], [-1.80442, 4.53928, 2.13139], [-3.54606, 3.49239, 0.76893], [-3.07465, 2.75299, -1.56962], [-0.82930, 3.00442, -2.53275], [1.60991, 5.07456, -0.84019], [2.61010, 4.45106, -2.71859], [2.75560, 3.43508, -4.70742], [2.77441, 1.40938, -6.05227], [1.87720, -0.71874, -5.11677], [0.99329, -0.80654, -2.83158]],
  "mulliken_charge": [0.68, -1.44, 1.04, -0.87, -0.32, -0.03, -0.50, -0.78, 0.39, 0.37, 0.34, 0.50, 0.78, 0.57, 0.42, -0.92, 0.50, -0.54, 0.53, -0.55, -0.73, -0.53, -0.21, -0.32, 1.03, -0.57, -0.58, 0.47, 0.46, 0.53, 0.66, -1.35, 0.93, -0.75, 0.78, -0.42, 0.30, -0.20, 0.30, -1.23, 0.41, 0.35, 0.31, 0.49, 0.14, 0.33, 0.34, 0.39, -0.90, -0.47, 1.13, -0.57, -0.85, -0.81, 0.02, -0.12, 0.05, -0.64, 0.96, -0.92, -0.76, -0.79, -0.35, 1.32, -0.74, 0.41, 0.28, 0.40, 0.54, 0.49, 0.50, 0.64, 0.33, 0.48, 0.43, 0.44, 0.48, 0.48]
}

***

Max |F| readings, ordered: 3.45; 0.34; 1.96 eV Å⁻¹